The molecule C10H10N2S in a non-equilibrium geometry, computed with ωB97M-V/def2-TZVPD.

Calculated values
* energy above the lowest of the compared OMol25 structures with the same formula, charge and spin: 80.1 kcal/mol
* HOMO: -8.4647 eV
* frontier orbital gap: 9.17 eV
* E: -24344.6956 eV
* SMILES: C#C[C@@H]1Cc2cc(C)sc2C(N)=N1

Geometry as XYZ:
```
23
Properties=species:S:1:pos:R:3:mulliken_charge:R:1
C -0.63298 3.53567 -0.41703 0.166
C -0.99939 2.40015 -0.75910 -0.631
C -1.65436 1.17861 -1.23925 -0.227
C -1.82170 0.33374 0.05646 -0.840
C -0.41124 -0.19986 0.36826 0.091
C -0.03358 -0.69301 1.61378 -1.097
C 1.16110 -1.28009 1.59435 0.767
C 1.79976 -1.76538 2.86417 -0.985
S 1.95867 -1.24052 0.05104 -0.286
C 0.50220 -0.52158 -0.61428 0.391
C 0.12284 -0.17793 -2.05463 0.687
N 0.87744 -0.70503 -3.12884 -0.447
N -0.86276 0.49733 -2.29047 -0.673
H -0.30154 4.56716 -0.18349 0.405
H -2.49593 1.37392 -1.79691 0.464
H -2.16559 0.90293 0.96582 0.414
H -2.52070 -0.52227 -0.15678 0.300
H -0.61949 -0.62264 2.58585 0.196
H 2.87986 -1.43494 2.77348 0.315
H 1.22840 -1.25365 3.63103 0.309
H 1.75739 -2.87703 3.05667 0.230
H 0.43633 -0.47484 -4.01194 0.260
H 1.79530 -1.02074 -2.90821 0.191
```